1.
A cluster of 8 separate species, C42H100F24N2O2P6 in total, computed with the ωB97M-V functional and the def2-TZVPD basis.

Each line ends with the Löwdin charge.
Atoms and positions in Å:
1 P 6.95 2.98 -1.19  0.20
2 P 0.69 3.40 2.94  1.05
3 P -4.23 -3.70 0.87  1.03
4 P 4.09 -4.35 -0.12  0.15
5 P 4.96 -1.77 -4.42  0.22
6 P 2.30 0.17 0.36  0.24
7 F 4.02 -0.92 -3.36  -0.21
8 F 1.76 0.72 1.77  -0.17
9 F 1.04 -0.81 -0.02  -0.19
10 F 3.61 1.11 0.49  -0.14
11 F 4.29 -3.45 1.21  -0.19
12 F 4.53 -5.69 0.67  -0.17
13 F 7.40 1.94 0.02  -0.20
14 F 8.54 3.07 -1.55  -0.19
15 F 3.02 -1.08 1.00  -0.09
16 F 5.67 -3.94 -0.35  -0.18
17 F 7.05 1.63 -2.09  -0.18
18 F 1.53 1.39 -0.39  -0.19
19 F 6.28 -0.99 -3.90  -0.16
20 F 4.05 -5.08 -1.58  -0.18
21 F 2.89 -0.21 -1.13  -0.16
22 F 5.72 -2.77 -5.44  -0.17
23 F 6.50 3.93 -2.45  -0.19
24 F 4.80 -0.64 -5.58  -0.19
25 F 3.65 -3.00 -0.86  -0.17
26 F 2.55 -4.60 0.29  -0.18
27 F 3.58 -2.49 -4.97  -0.24
28 F 7.04 4.30 -0.24  -0.18
29 F 5.17 -2.76 -3.14  -0.17
30 F 5.43 2.58 -0.81  -0.18
31 O -0.77 -4.29 -6.19  -0.06
32 O 3.76 6.43 -5.01  -0.05
33 N 2.14 4.28 -3.63  -0.33
34 N 0.46 -3.81 -3.33  -0.28
35 C -3.52 -4.91 -3.01  -0.27
36 C 2.22 1.20 6.20  -0.23
37 C -2.44 6.63 4.85  -0.11
38 C -7.64 -1.31 3.45  -0.10
39 C -3.69 -4.47 3.39  -0.26
40 C -7.80 -1.82 2.03  -0.27
41 C -0.02 5.92 4.14  -0.23
42 C -1.03 -1.39 -0.75  -0.29
43 C -3.74 -5.29 -1.51  -0.20
44 C -1.27 -4.83 -4.96  -0.22
45 C 5.47 3.30 2.73  -0.07
46 C -3.53 -5.51 4.46  -0.27
47 C -4.79 -6.22 4.87  -0.11
48 C 0.96 5.23 -3.39  0.02
49 C -1.68 3.03 -1.87  -0.10
50 C -1.73 2.61 -0.37  -0.23
51 C -0.95 -3.87 -3.81  -0.15
52 C -1.09 7.00 4.24  -0.27
53 C 1.20 1.51 7.30  -0.12
54 C 1.78 1.50 4.74  -0.21
55 C 1.44 -3.64 -4.51  0.05
56 C -0.94 -0.60 -2.06  -0.09
57 C -0.22 2.27 1.83  -0.23
58 C 0.53 -2.60 -2.41  -0.03
59 C 3.26 4.55 -2.64  0.04
60 C -6.84 -2.93 1.62  -0.23
61 C -2.52 -2.95 0.66  -0.21
62 C -4.04 -5.08 2.03  -0.26
63 C -4.76 -5.02 -3.93  -0.08
64 C 2.58 4.31 -5.10  -0.09
65 C 2.87 5.63 -5.76  -0.23
66 C 0.93 2.80 4.65  -0.27
67 C -0.41 2.77 0.36  -0.24
68 C -5.37 -2.40 1.42  -0.25
69 C -4.66 -4.32 -0.78  -0.28
70 C 1.65 2.87 -3.30  0.01
71 C 0.83 -5.06 -2.53  0.06
72 C 3.28 4.48 3.15  -0.26
73 C -0.33 4.93 2.97  -0.25
74 C -2.36 -2.09 -0.62  -0.21
75 C 2.31 3.78 2.22  -0.25
76 C 4.70 4.66 2.62  -0.23
77 H -4.51 -4.82 -4.97  0.07
78 H 0.25 -5.89 -2.94  0.09
79 H -2.82 -6.26 4.10  0.12
80 H 2.76 2.81 2.03  0.08
81 H -6.76 -3.73 2.36  0.10
82 H 3.41 4.00 4.12  0.10
83 H -1.67 0.20 -2.08  0.07
84 H 2.71 1.64 4.19  0.10
85 H -2.97 7.58 4.81  0.07
86 H 0.41 -4.92 -1.53  0.09
87 H 1.43 -4.56 -5.10  0.11
88 H 3.25 3.47 -5.29  0.15
89 H -1.24 2.34 2.23  0.08
90 H -1.80 -3.74 0.85  0.11
91 H 0.17 1.26 1.91  0.07
92 H 1.34 6.19 -3.73  0.10
93 H 1.67 3.89 -5.53  0.13
94 H -7.96 -1.08 1.25  0.12
95 H -8.54 -1.01 3.98  0.08
96 H 0.73 2.76 -3.87  0.09
97 H -8.77 -2.33 2.01  0.11
98 H -0.75 7.86 4.81  0.11
99 H 5.05 2.61 2.00  0.06
100 H -4.88 -2.09 2.35  0.09
101 H 2.82 4.36 -1.66  0.10
102 H 3.44 5.35 -6.64  0.13
103 H -2.48 2.71 -2.54  0.07
104 H 1.40 3.58 5.26  0.08
105 H 5.34 2.84 3.71  0.06
106 H 3.73 5.52 -2.82  0.10
107 H -5.27 -6.74 4.04  0.07
108 H -2.94 5.82 4.31  0.06
109 H -4.56 -7.03 5.56  0.08
110 H 0.92 6.40 3.87  0.10
111 H 2.14 4.24 1.25  0.10
112 H 2.35 2.11 -3.64  0.13
113 H 0.29 0.90 7.21  0.07
114 H -4.90 -5.75 2.06  0.10
115 H -1.06 -5.90 -4.88  0.13
116 H -5.60 -4.40 -3.62  0.07
117 H 2.37 -3.35 -4.02  0.09
118 H -1.40 -3.60 -6.40  0.09
119 H -2.46 -2.31 1.55  0.09
120 H 4.07 3.87 -2.93  0.11
121 H -4.07 -6.33 -1.43  0.12
122 H 3.13 1.76 6.44  0.11
123 H 1.24 0.65 4.33  0.11
124 H -0.86 -0.69 0.07  0.12
125 H -2.73 -3.96 3.28  0.12
126 H -0.19 -2.69 -1.59  0.03
127 H -2.52 3.24 0.03  0.10
128 H 1.04 -2.82 -5.11  0.11
129 H -5.38 -1.55 0.75  0.11
130 H -0.26 -2.15 -0.60  0.08
131 H 1.92 -5.12 -2.48  0.10
132 H -1.37 -2.92 -4.14  0.14
133 H 1.92 6.09 -6.04  0.12
134 H 0.11 4.91 -4.00  0.10
135 H -2.72 -5.25 -1.14  0.10
136 H 0.90 2.55 7.33  0.06
137 H -1.34 7.38 3.25  0.11
138 H -3.15 -5.12 5.41  0.12
139 H -2.04 1.57 -0.20  0.09
140 H -0.82 2.60 -2.38  0.03
141 H -2.44 -2.74 -1.50  0.08
142 H -1.10 -1.26 -2.92  0.06
143 H -4.53 -3.83 3.69  0.10
144 H -2.38 6.27 5.87  0.07
145 H 0.68 5.22 -2.34  0.10
146 H -0.30 5.45 2.01  0.10
147 H 1.31 2.95 -2.28  0.07
148 H 0.26 2.11 -0.21  0.04
149 H 2.89 5.50 3.31  0.09
150 H -1.53 -4.07 -2.91  0.07
151 H -7.23 -2.12 4.05  0.07
152 H 1.53 1.30 8.32  0.07
153 H -7.21 -3.38 0.70  0.11
154 H -5.21 -6.01 -3.95  0.08
155 H 0.37 -1.68 -2.96  0.08
156 H 0.34 5.40 5.03  0.10
157 H 4.10 7.18 -5.50  0.10
158 H 4.71 4.92 1.56  0.10
159 H -6.95 -0.47 3.59  0.07
160 H -2.71 -5.53 -3.38  0.08
161 H 0.09 3.73 0.21  0.10
162 H -3.19 -3.87 -3.06  0.08
163 H -5.51 -5.53 5.31  0.08
164 H 5.18 5.55 3.03  0.10
165 H 2.42 0.13 6.30  0.11
166 H 6.54 3.42 2.53  0.08
167 H -3.20 -1.44 -0.90  0.12
168 H -3.21 -5.76 1.79  0.12
169 H 0.02 -0.14 -2.31  0.10
170 H -1.31 4.47 3.06  0.08
171 H -2.34 -4.81 -5.19  0.10
172 H -4.98 -3.50 -1.43  0.10
173 H -0.04 2.67 5.13  0.10
174 H 1.50 -2.53 -1.90  0.13
175 H -1.62 4.11 -2.03  0.06
176 H -5.56 -4.91 -0.59  0.10

The orbital gap is 7.3 eV. Its lowest unoccupied orbital energy is -1.21 eV. Its net charge is 0.

2.
The ion C3H4NS with charge +1, computed with the ωB97M-V functional and the def2-TZVPD basis.

Each line ends with the natural charge from an NBO analysis.
Atoms and positions in Å:
1 S -2.01 0.58 0.00  0.84
2 N 1.05 -0.97 0.16  -0.78
3 C -0.26 -1.16 0.01  0.33
4 C -1.46 -1.00 -0.23  -0.36
5 C -0.54 1.29 -0.08  -0.40
6 H 0.47 0.75 0.10  0.25
7 H 1.57 -1.25 0.96  0.45
8 H -0.47 2.30 -0.32  0.24
9 H 1.64 -0.55 -0.60  0.44

The orbital gap (alpha / beta) is 8.2 / 8.2 eV. The value obtained for the energy above the lowest of the compared OMol25 structures with the same formula, charge and spin is 3.9408 eV. Its lowest unoccupied orbital energy (alpha / beta) is -6.77 / -6.77 eV. Its net charge is +1.

3.
A structure of composition C3H4CoO3, computed with the ωB97M-V functional and the def2-TZVPD basis.

Each line ends with the Mulliken spin population.
Atoms and positions in Å:
1 Co 1.35 -1.70 0.44  2.92
2 O -0.22 -0.54 0.67  0.12
3 O 1.03 -0.38 -1.99  0.00
4 O 0.87 -1.07 2.35  0.10
5 C 0.21 0.42 -1.87  -0.01
6 C -0.33 -0.54 1.95  0.84
7 C -0.84 0.98 -1.04  0.01
8 H -1.41 1.78 -1.53  0.00
9 H -0.43 1.64 -0.26  0.00
10 H -1.36 0.22 -1.96  0.00
11 H 1.14 -0.80 3.24  0.01

Its expectation value of S² is 6.008. The orbital gap (alpha / beta) is 9.4 / 7.4 eV. The value obtained for the energy above the lowest of the compared OMol25 structures with the same formula, charge and spin is 4.2504 eV. Its lowest unoccupied orbital energy (alpha / beta) is -16.06 / -18.10 eV. As for the multiplicity: 5. Its net charge is +3.

4.
A structure of composition C19H16ClN2O4V, computed with the ωB97M-V functional and the def2-TZVPD basis.

Each line ends with the Mulliken spin population.
Atoms and positions in Å:
1 V -0.28 0.40 1.15  0.89
2 Cl -2.28 1.69 1.07  -0.01
3 O -2.91 1.88 2.36  0.00
4 O 0.95 1.30 1.74  -0.10
5 O -2.41 0.23 0.67  0.02
6 O -2.93 2.50 0.06  0.00
7 N 0.16 0.89 -1.13  0.00
8 N 0.61 2.81 -2.10  0.00
9 C 0.98 -4.01 3.84  -0.01
10 C 2.46 1.85 -0.74  0.00
11 C 1.62 -5.20 4.24  0.02
12 C -0.92 1.29 -1.89  0.00
13 C -0.67 -6.18 2.44  0.02
14 C 1.68 -3.03 5.95  -0.01
15 C -1.36 -7.14 0.34  0.02
16 C -0.43 -4.92 0.42  0.02
17 C -0.97 -5.97 -0.30  -0.01
18 C -0.67 2.48 -2.49  0.00
19 C 2.24 -5.30 5.47  -0.01
20 C 0.19 -2.62 2.01  0.03
21 C 1.08 1.83 -1.29  -0.01
22 C 0.08 -1.48 1.50  0.04
23 C 0.32 -3.86 2.54  0.04
24 C 1.05 -2.92 4.72  0.02
25 C -0.24 -5.00 1.81  0.00
26 C -1.21 -7.23 1.71  -0.01
27 C 2.26 -4.23 6.35  0.02
28 H -1.78 -7.96 -0.23  0.00
29 H 0.61 -1.98 4.42  0.00
30 H 2.85 2.87 -0.72  0.00
31 H 2.73 -4.32 7.32  0.00
32 H 2.73 -6.23 5.74  0.00
33 H 1.71 -2.17 6.61  0.00
34 H 1.67 -6.03 3.55  0.00
35 H -1.53 -8.13 2.24  0.00
36 H -1.09 -5.87 -1.37  0.00
37 H -0.14 -4.01 -0.08  0.00
38 H 3.11 1.23 -1.35  0.00
39 H -1.82 0.70 -1.93  0.00
40 H -0.61 -6.26 3.51  0.00
41 H 1.12 3.64 -2.34  0.00
42 H -1.26 3.11 -3.12  0.00
43 H 2.45 1.46 0.28  0.00

Its expectation value of S² is 0.795. The orbital gap (alpha / beta) is 5.4 / 5.5 eV. Its lowest unoccupied orbital energy (alpha / beta) is 2.47 / 2.47 eV. As for the multiplicity: 2. Its net charge is -1.

5.
An isolated molecule of CHN2OP, computed with the ωB97M-V functional and the def2-TZVPD basis.

Each line ends with the natural charge from an NBO analysis.
Atoms and positions in Å:
1 P 1.84 -1.13 0.03  0.96
2 O 2.88 0.07 -0.07  -0.62
3 N 1.03 1.25 0.01  -0.20
4 N 2.25 1.36 0.05  0.13
5 C 0.53 0.02 -0.05  -0.52
6 H -0.56 -0.27 -0.14  0.25

The orbital gap is 9.5 eV. The value obtained for the energy above the lowest of the compared OMol25 structures with the same formula, charge and spin is 0.0000 eV. Its lowest unoccupied orbital energy is -0.55 eV. As for the SMILES: c1nnop1. Its net charge is 0.

6.
An isolated molecule of C21H22N4O2, computed with the ωB97M-V functional and the def2-TZVPD basis.

Each line ends with the natural charge from an NBO analysis.
Atoms and positions in Å:
1 O -1.16 -2.13 -2.03  -0.63
2 O 2.07 -0.45 -2.55  -0.31
3 N 2.66 -0.07 -3.78  -0.09
4 N 0.06 -1.04 -0.40  -0.61
5 N 0.34 -0.19 3.90  -0.19
6 N 0.74 -1.48 3.81  -0.23
7 C -1.64 1.33 0.64  -0.39
8 C 0.46 0.88 7.42  -0.22
9 C 1.83 0.01 -6.21  -0.44
10 C -0.62 -0.58 -6.23  -0.39
11 C 0.66 -1.03 -4.19  -0.06
12 C -0.17 -1.40 -1.71  0.62
13 C 0.59 0.11 6.31  -0.20
14 C -0.48 -1.55 -5.10  -0.44
15 C 0.36 2.26 7.34  -0.23
16 C 0.40 2.01 4.89  -0.25
17 C -2.02 -0.13 0.42  -0.41
18 C 1.76 -0.27 -4.73  0.14
19 C 0.46 -1.88 2.62  -0.02
20 C -0.19 -0.90 1.93  -0.17
21 C -0.88 1.47 2.07  -0.45
22 C -0.26 0.22 2.63  0.18
23 C 0.39 2.90 6.03  -0.18
24 C 0.71 -0.69 -7.02  -0.39
25 C -0.92 -1.20 0.66  -0.04
26 C 0.78 -0.97 -2.81  0.19
27 C 0.36 0.64 4.99  0.14
28 H -1.60 1.89 2.79  0.23
29 H -1.32 -1.33 -4.50  0.24
30 H 0.50 -0.19 -7.99  0.22
31 H 1.78 1.07 -6.42  0.23
32 H -2.39 -0.30 -0.60  0.23
33 H 0.46 3.94 5.91  0.21
34 H 0.00 2.06 1.92  0.23
35 H 0.69 -0.97 6.48  0.23
36 H -2.79 -0.41 1.12  0.20
37 H -0.48 -2.60 -5.32  0.23
38 H -1.02 1.78 -0.20  0.22
39 H -1.23 -2.19 0.76  0.22
40 H -0.11 2.75 8.22  0.21
41 H 0.49 2.56 3.96  0.22
42 H -2.67 1.81 0.70  0.23
43 H -0.91 0.37 -5.80  0.21
44 H 0.67 -2.95 2.31  0.22
45 H -1.49 -0.87 -6.96  0.21
46 H 2.80 -0.34 -6.56  0.23
47 H 1.00 -0.70 -0.13  0.42
48 H 0.25 0.48 8.46  0.22
49 H 1.02 -1.73 -7.03  0.20

The orbital gap is 8.7 eV. The value obtained for the energy above the lowest of the compared OMol25 structures with the same formula, charge and spin is 4.7294 eV. Its lowest unoccupied orbital energy is 0.26 eV. As for the SMILES: O=C(N[C@@H]1CCCc2c1cnn2-c1ccccc1)c1onc2c1CCCC2. Its net charge is 0.

7.
An isolated molecule of C5H10N2O3, computed with the ωB97M-V functional and the def2-TZVPD basis.

Each line ends with the natural charge from an NBO analysis.
Atoms and positions in Å:
1 O 2.80 1.03 0.18  -0.62
2 O -2.17 -1.69 -0.56  -0.68
3 O -2.38 -0.36 1.39  -0.59
4 N 2.94 -1.23 0.24  -0.81
5 N -1.63 1.90 0.19  -0.83
6 C -1.45 0.72 -0.53  -0.14
7 C 0.02 0.33 -0.80  -0.41
8 C -2.17 -0.51 0.19  0.78
9 C 0.75 -0.12 0.44  -0.51
10 C 2.29 -0.07 0.34  0.67
11 H 0.46 0.53 1.33  0.24
12 H -1.99 0.83 -1.43  0.21
13 H 0.37 -1.11 0.64  0.19
14 H -1.35 1.87 1.22  0.38
15 H -0.09 -0.46 -1.57  0.22
16 H -2.20 -2.31 0.21  0.49
17 H 2.37 -2.03 0.17  0.38
18 H -0.96 2.70 -0.25  0.36
19 H 3.84 -1.29 -0.25  0.41
20 H 0.56 1.26 -1.16  0.23

The orbital gap is 9.9 eV. The value obtained for the energy above the lowest of the compared OMol25 structures with the same formula, charge and spin is 1.3535 eV. Its lowest unoccupied orbital energy is 0.43 eV. As for the SMILES: NC(=O)CC[C@H](N)C(=O)O. Its net charge is 0.

8.
A cluster of 2 separate species, C12H19N2O in total, computed with the ωB97M-V functional and the def2-TZVPD basis.

Each line ends with the natural charge from an NBO analysis.
Atoms and positions in Å:
1 O 5.46 -0.17 -0.69  -0.42
2 N 7.20 -1.15 0.78  -0.28
3 N 4.29 -2.16 -0.55  -0.44
4 C 3.25 -0.21 0.22  -0.24
5 C -2.20 1.62 0.89  -0.40
6 C 4.30 -0.85 -0.34  0.53
7 C 3.25 -2.93 -0.23  0.10
8 C -1.95 -1.33 -0.16  -0.60
9 C -4.03 3.02 -0.22  -0.61
10 C 2.16 -2.33 0.34  -0.23
11 C 6.45 -0.65 0.04  0.47
12 C -2.07 -0.09 -1.04  -0.40
13 C 2.12 -0.96 0.58  -0.05
14 C -3.70 1.89 0.75  -0.40
15 C -1.50 1.17 -0.39  -0.39
16 H -3.11 0.06 -1.33  0.21
17 H -2.34 -2.20 -0.68  0.22
18 H -1.72 2.53 1.26  0.20
19 H -4.22 0.98 0.44  0.19
20 H -2.52 -1.22 0.77  0.21
21 H 3.27 -4.00 -0.39  0.27
22 H -5.10 3.19 -0.26  0.22
23 H 1.33 -2.98 0.61  0.27
24 H -1.52 -0.27 -1.97  0.20
25 H -3.69 2.79 -1.23  0.20
26 H 1.26 -0.48 1.05  0.27
27 H -1.53 1.99 -1.12  0.21
28 H 5.12 -2.60 -0.95  0.47
29 H 3.30 0.86 0.41  0.28
30 H -0.91 -1.53 0.10  0.16
31 H -0.44 1.01 -0.16  0.16
32 H -2.05 0.87 1.67  0.19
33 H -4.10 2.15 1.73  0.21
34 H -3.55 3.95 0.10  0.20

The orbital gap is 7.9 eV. The value obtained for the energy above the lowest of the compared OMol25 structures with the same formula, charge and spin is 1.8490 eV. Its lowest unoccupied orbital energy is -5.30 eV. Its net charge is +1.

no.,total energy (eV)
1,-173216.4370
2,-15488.7946
3,-46899.8597
4,-69337.0934
5,-15367.3744
6,-32185.5932
7,-14469.7981
8,-17771.4919